Density functional theory data (ωB97M-V/def2-TZVPD) for a molecular structure, C4HAgLiO4 in a non-equilibrium geometry.

Results
Frontier orbital gap (alpha / beta) = 9.86 / 6.48 eV
E_LUMO (alpha / beta) = -10.51 / -13.50 eV
HOMO (alpha / beta) = -20.371 / -19.986 eV
Largest force on an atom = 3.8 eV Å⁻¹
Spin multiplicity = 2
Relative energy (zero: lowest compared OMol25 entry of this formula, charge and spin) = 24.55 kcal/mol
M = 227.86 g mol⁻¹
Total charge = +2

Last column: Mulliken charge in e.
Positions of all 11 atoms, in Å:
O -0.9461 2.8892 0.2004  -0.103
C -0.4833 3.8893 -0.0558  0.092
C -0.9435 -0.9149 -0.9002  -0.746
C -1.1955 -1.8503 -0.0880  0.505
H -1.9288 -2.3466 0.5309  0.373
Li -1.4078 0.8815 0.6202  0.981
O 1.4750 -1.8239 0.2452  -0.213
C 1.0271 -0.7126 -0.0604  1.368
O 0.9952 0.3334 0.6354  -0.708
O 0.3773 -0.6656 -1.2359  -0.147
Ag 3.0303 0.3206 0.1084  0.599

Cartesian forces, eV/Å:
O -0.22 -0.69 0.14
C 0.13 0.47 -0.10
C 2.54 -2.57 1.08
C -3.36 1.66 -0.52
H 0.37 -0.70 0.04
Li 0.00 0.54 0.15
O 0.35 -0.49 -0.32
C -0.81 0.95 1.52
O -0.95 -0.68 0.08
O -1.05 0.53 -1.96
Ag 2.99 0.98 -0.12